1.
Below is a molecular structure, C11H16ClO5PZr, with properties calculated with the ωB97M-V functional and the def2-TZVPD basis.

Summary:
highest occupied orbital energy = -15.63 eV
charge = +2
HOMO-LUMO gap = 6.475 eV

CARTESIAN COORDINATES (ANGSTROEM)
Cl -0.25007 2.64954 -1.24941
C -2.30701 -0.37551 -2.26492
C -1.45108 -1.47482 -1.94270
C -0.16428 -1.22461 -2.58252
H -1.74306 -2.38763 -1.45171
C -0.23913 0.05404 -3.23039
C -1.58169 0.55026 -3.05337
H -2.02336 1.33953 -3.68737
H -3.36876 -0.31469 -2.03437
H 0.63374 -1.94671 -2.72601
C 0.80949 0.62465 -4.09978
Zr -0.39221 0.26351 -0.70865
C 1.89704 0.90915 -0.61600
O 2.97003 1.24724 -0.42238
C -1.84895 1.36621 0.73296
O -2.44757 1.86241 1.57963
H 1.78801 0.33017 -3.72349
H 0.74574 1.71549 -4.14222
H 0.75561 0.22971 -5.12244
C 0.71201 2.38712 3.00582
O 1.38901 1.18671 2.56265
P 1.44510 -0.28105 2.10506
O 0.57026 -1.07983 3.17990
C 0.08314 -0.62150 4.47008
O -0.15013 -1.42662 0.45235
C 0.51912 -2.75105 0.34823
H 0.60667 2.95273 2.07525
H 1.40284 2.92361 3.66848
H -0.22939 2.20407 3.55505
H 0.65428 0.18604 4.95797
H -0.96481 -0.31733 4.35452
H 0.11566 -1.50565 5.09741
H 1.38547 -2.63574 -0.33303
H 0.84778 -3.13501 1.33453
H -0.16947 -3.50444 -0.08912

2.
Below is 2 unconnected molecules or ions with the total composition C11H16ClP, with properties calculated with the ωB97M-V functional and the def2-TZVPD basis.

Summary:
highest occupied orbital energy (alpha / beta) = -8.14 / -8.14 eV
charge = 0
energy relative to the best compared isomer or geometry (same formula, charge and spin) = 234.0 kJ/mol
HOMO-LUMO gap (alpha / beta) = 5.965 / 5.964 eV

CARTESIAN COORDINATES (ANGSTROEM)
C 2.31710 2.00149 2.88418
C 1.13803 2.54510 2.51227
C 2.89222 0.90184 2.14469
C 0.43678 2.13484 1.40349
C 2.18457 0.58061 0.97098
C 0.97984 1.16971 0.59312
C -0.36864 1.65932 -2.05753
C -1.93566 -0.65389 0.17109
C -1.47168 -1.18065 -2.19177
C 0.08735 -2.12437 -0.42763
C -0.81524 -0.88025 -0.80135
P 0.35611 0.52361 -1.00011
Cl 3.25594 -1.33313 -1.72508
H 2.88545 2.31189 3.69001
H 0.67297 3.33281 3.16904
H 3.74454 0.42952 2.57143
H -0.62526 2.36391 1.25055
H 2.70938 -0.05549 0.19387
H -1.10777 1.31829 -2.64849
H 0.17759 2.43423 -2.67316
H -1.70262 -1.19327 1.15271
H -2.17818 0.39780 0.10687
H -2.73217 -1.39747 -0.20249
H -2.27145 -0.42622 -2.22198
H -1.91114 -2.28988 -2.11861
H -0.64489 -1.16448 -2.92486
H -0.51700 -2.91911 -0.05472
H 0.61834 -2.51132 -1.38198
H 0.91927 -1.83147 0.33804

3.
Below is a molecular structure, C11H16CoO8P, with properties calculated with the ωB97M-V functional and the def2-TZVPD basis.

Summary:
highest occupied orbital energy (alpha / beta) = -10.88 / -14.32 eV
charge = +1
energy relative to the best compared isomer or geometry (same formula, charge and spin) = 0.0 kJ/mol
multiplicity = 4
HOMO-LUMO gap (alpha / beta) = 6.453 / 8.166 eV

CARTESIAN COORDINATES (ANGSTROEM)
O -1.66934 -2.98906 0.48855
C -1.35836 -1.92733 0.31628
Co 0.21715 0.12065 -0.17864
O 2.51173 -0.89508 1.36254
C 1.57633 -0.58781 0.71685
C 0.74685 1.95018 -0.35154
O 1.52040 2.81896 -0.15965
C -0.53680 1.53334 -1.00350
O -1.19297 2.40148 -1.56138
C 0.79622 -0.79243 -1.53578
O 1.25093 -1.33552 -2.43503
H -1.00114 0.03272 -0.85297
C -2.05076 -2.25588 4.04682
C -2.24869 -1.01013 3.21484
O -0.89414 -0.54019 2.85360
P -0.60514 0.63127 1.78225
O 0.48806 1.51632 2.56688
C 0.82423 1.56932 3.99908
C -0.28581 2.11534 4.85038
O -1.93158 1.55464 1.85925
C -1.87805 3.04143 1.67439
C -3.23239 3.58416 2.02904
H -1.47310 -3.01438 3.50518
H -3.01347 -2.69466 4.32274
H -1.51258 -2.01964 4.97275
H -2.83811 -1.19337 2.30214
H -2.72480 -0.19983 3.79105
H 1.14076 0.57285 4.32799
H 1.69420 2.23100 4.03401
H -1.13561 1.42484 4.89509
H 0.10096 2.23992 5.86791
H -0.62993 3.09317 4.49894
H -1.08668 3.45456 2.31570
H -1.63372 3.25392 0.62252
H -3.50304 3.35362 3.06365
H -3.20557 4.67127 1.90893
H -3.98793 3.17306 1.35193

4.
Below is a molecular structure, C11H16CuO8P, with properties calculated with the ωB97M-V functional and the def2-TZVPD basis.

Summary:
highest occupied orbital energy (alpha / beta) = -10.26 / -12.53 eV
charge = +1
multiplicity = 2
HOMO-LUMO gap (alpha / beta) = 5.806 / 8.078 eV

CARTESIAN COORDINATES (ANGSTROEM)
O -0.27588 4.01731 -1.97826
C -0.53488 4.67135 -2.88224
Cu -0.48521 -0.33465 -2.81629
C -0.51294 -2.13218 -2.94320
O -0.56999 -3.27672 -2.81671
C -0.91106 -1.84375 -6.18000
O -1.01517 -1.72295 -7.30702
C 1.19432 0.31495 -2.90755
O 2.15747 0.91871 -2.72274
C -1.57562 0.60360 -1.23410
O -2.75828 0.92105 -1.14569
H -0.78546 0.98928 -2.05856
C 0.40946 2.75188 1.24443
C 1.27244 1.53347 1.19454
O 0.77448 0.54866 0.19551
P -0.66981 -0.07217 0.15732
O -1.46674 0.40627 1.40310
C -1.82989 -0.32732 2.64352
C -0.75042 -0.08293 3.65459
O -0.46795 -1.62560 0.18923
C 0.72383 -2.40094 0.76115
C 1.95593 -2.27158 -0.08336
H 0.19216 3.15179 0.25056
H 0.94127 3.52307 1.80355
H -0.53223 2.55518 1.76087
H 2.28049 1.74158 0.83188
H 1.33380 1.00956 2.15823
H -2.79168 0.09611 2.95049
H -1.95055 -1.38769 2.39969
H -0.49453 0.97999 3.69738
H -1.07528 -0.40885 4.64690
H 0.15877 -0.64279 3.40161
H 0.86500 -2.02123 1.77983
H 0.34805 -3.42666 0.80429
H 2.33469 -1.24686 -0.07819
H 2.73579 -2.91687 0.33611
H 1.77565 -2.59209 -1.11086

5.
Below is a gas-phase ion, C11H16FN2 (charge +1), with properties calculated with the ωB97M-V functional and the def2-TZVPD basis.

Summary:
highest occupied orbital energy = -12.95 eV
charge = +1
energy relative to the best compared isomer or geometry (same formula, charge and spin) = 0.0 kJ/mol
HOMO-LUMO gap = 9.781 eV

CARTESIAN COORDINATES (ANGSTROEM)
C -1.82432 -0.45020 -2.23997
C -0.57780 -1.18831 -1.60388
F -0.83895 -2.58780 -1.60065
C -0.23620 -0.71336 -0.14095
C 0.59275 0.61424 -0.29555
C 0.00823 1.94401 0.03869
C 0.94630 3.03727 -0.20451
C 2.31102 2.88392 -0.67458
N 2.81193 1.65464 -0.96934
C 1.95822 0.62631 -0.79149
C 0.66211 -1.71659 0.70313
C 0.22481 -1.55531 2.23521
C -0.85275 -0.37867 2.18531
N -1.40223 -0.55970 0.79639
H -1.48168 0.49465 -2.73203
H -2.32680 -1.16051 -2.93874
H -2.54571 -0.13555 -1.43579
H 0.34894 -1.04543 -2.21580
H -1.02205 2.08411 0.42642
H 0.58362 4.07837 -0.01204
H 2.97556 3.76684 -0.82203
H 2.36778 -0.38230 -1.07146
H 0.49668 -2.80259 0.46129
H 1.76438 -1.61880 0.57066
H -0.31972 -2.46043 2.61694
H 1.10300 -1.36069 2.90550
H -1.60544 -0.31593 3.00852
H -0.23193 0.54029 2.36503
H -1.82802 -1.49794 0.81335
H -2.06171 0.20549 0.62236

6.
Below is 2 unconnected molecules or ions with the total composition C11H16FNS, with properties calculated with the ωB97M-V functional and the def2-TZVPD basis.

Summary:
highest occupied orbital energy = -7.35 eV
charge = 0
HOMO-LUMO gap = 7.685 eV

CARTESIAN COORDINATES (ANGSTROEM)
C -1.90596 -1.12191 -0.06576
C -3.37639 0.66864 -0.65270
C -1.96314 0.85469 1.30038
C -2.87600 -0.60087 -0.90974
C -1.44588 -0.41311 1.04072
C -2.90675 1.37410 0.44031
C 3.44859 0.12216 -0.17255
C 1.01439 1.52963 -1.36854
C -3.40378 -1.41016 -2.05340
C 1.80012 1.77888 1.18932
C -0.44714 -0.97871 1.95543
N 0.27805 -1.99602 1.80953
F -3.40596 2.60455 0.68191
S 1.60178 0.55219 -0.15274
H -1.51748 -2.11038 -0.26651
H -4.12833 1.11084 -1.28766
H -1.63657 1.42763 2.15424
H 4.04765 1.01941 -0.27506
H 3.60629 -0.53893 -1.01696
H 0.58894 0.96106 -2.17766
H 1.62766 2.36475 -1.67159
H -4.16758 -2.09968 -1.69228
H -3.85398 -0.77150 -2.80827
H -2.61219 -1.99839 -2.51147
H 0.80467 2.10068 1.47067
H 2.30361 1.31700 2.03075
H 2.36359 2.62866 0.82088
H -0.32072 -0.43912 2.89162
H 3.66871 -0.39445 0.75250
H 0.16336 -2.48380 0.92254

charge of number 6 (C11H16FNS)? 0

Repeat the first record exactly.
Below is a molecular structure, C11H16ClO5PZr, with properties calculated with the ωB97M-V functional and the def2-TZVPD basis.

Summary:
highest occupied orbital energy = -15.63 eV
charge = +2
HOMO-LUMO gap = 6.475 eV

CARTESIAN COORDINATES (ANGSTROEM)
Cl -0.25007 2.64954 -1.24941
C -2.30701 -0.37551 -2.26492
C -1.45108 -1.47482 -1.94270
C -0.16428 -1.22461 -2.58252
H -1.74306 -2.38763 -1.45171
C -0.23913 0.05404 -3.23039
C -1.58169 0.55026 -3.05337
H -2.02336 1.33953 -3.68737
H -3.36876 -0.31469 -2.03437
H 0.63374 -1.94671 -2.72601
C 0.80949 0.62465 -4.09978
Zr -0.39221 0.26351 -0.70865
C 1.89704 0.90915 -0.61600
O 2.97003 1.24724 -0.42238
C -1.84895 1.36621 0.73296
O -2.44757 1.86241 1.57963
H 1.78801 0.33017 -3.72349
H 0.74574 1.71549 -4.14222
H 0.75561 0.22971 -5.12244
C 0.71201 2.38712 3.00582
O 1.38901 1.18671 2.56265
P 1.44510 -0.28105 2.10506
O 0.57026 -1.07983 3.17990
C 0.08314 -0.62150 4.47008
O -0.15013 -1.42662 0.45235
C 0.51912 -2.75105 0.34823
H 0.60667 2.95273 2.07525
H 1.40284 2.92361 3.66848
H -0.22939 2.20407 3.55505
H 0.65428 0.18604 4.95797
H -0.96481 -0.31733 4.35452
H 0.11566 -1.50565 5.09741
H 1.38547 -2.63574 -0.33303
H 0.84778 -3.13501 1.33453
H -0.16947 -3.50444 -0.08912

Among the records above, which one has the highest charge? C11H16ClO5PZr

Number 6 is which compound? C11H16FNS